[1]
C9H9N3OS in the gas phase in a non-equilibrium geometry. Source: the Open Molecules 2025 dataset; level of theory: ωB97M-V/def2-TZVPD.

Structure (XYZ):
```
23
C9H9N3OS, DFT ωB97M-V/def2-TZVPD
C -2.8692 -2.1607 -0.3619
N -2.3733 -0.9613 0.2641
S -3.3221 0.4639 0.4140
O -2.5651 1.5892 -0.5932
C -1.2781 1.9726 -0.1520
N -0.5726 0.7202 0.1439
C -1.0382 -0.6051 0.1720
N -0.0781 -1.4823 0.1580
C 1.0957 -0.7703 0.1412
C 2.4163 -1.2023 0.1550
C 3.4052 -0.2389 0.1861
C 3.1045 1.1221 0.1915
C 1.7975 1.5727 0.1595
C 0.8056 0.6108 0.1388
H -3.6154 -1.9181 -1.1224
H -2.0321 -2.6902 -0.8119
H -3.3257 -2.7919 0.4020
H -0.7877 2.4924 -0.9788
H -1.3253 2.6046 0.7449
H 2.6469 -2.2551 0.1503
H 4.4426 -0.5434 0.2104
H 3.9065 1.8441 0.2277
H 1.5620 2.6270 0.1609
```

Properties
LUMO level = 0.022 hartree
Frontier orbital gap = 8.63 eV
Strongest force on any atom = 2.7 eV Å⁻¹
Energy = -26831.18053 eV
SMILES = CN1SOCn2c1nc1ccccc12

***

[2]
2 unconnected molecules or ions with the total composition C9H9N3S in a non-equilibrium geometry. Source: the Open Molecules 2025 dataset; level of theory: ωB97M-V/def2-TZVPD.

Structure (XYZ):
```
22
C9H9N3S, DFT ωB97M-V/def2-TZVPD
C -0.7573 2.6885 1.0387
C -2.4002 -1.8943 0.6812
C -3.1176 0.2479 -0.2487
C -1.5882 -1.5437 -0.3640
C 0.4876 2.2714 -1.1014
C 1.0780 1.1813 -1.6320
C 0.5293 0.6183 0.4494
C 0.1337 2.0013 0.2484
C 1.5126 -1.2038 -0.9543
N -1.6564 3.1138 1.6116
N -2.0503 -0.3005 -0.8335
N 1.1004 0.1817 -0.6543
S -3.6066 -0.7399 1.0722
H -2.0957 -2.7144 1.2962
H -3.8937 0.9011 -0.5972
H 0.3969 3.3300 -1.5783
H 1.7720 1.2172 -2.5730
H 0.4187 0.0230 1.3841
H -1.3893 0.1878 -1.4480
H 2.6332 -1.1523 -1.0398
H 1.2256 -1.8721 -0.1027
H 1.0767 -1.6304 -1.9376
```

Properties
LUMO level = 0.009 hartree
Frontier orbital gap = 8.44 eV
Strongest force on any atom = 4.1 eV Å⁻¹
Energy = -24780.60599 eV